8 unconnected molecules or ions with the total composition C60H72N10O2 in a non-equilibrium geometry, computed with ωB97M-V/def2-TZVPD.

Frontier orbital gap (eV): 6.9
LUMO (eV): -1.14
HOMO level (eV): -8.03
Energy (a.u.): -3027.3708
SMILES: C=CN1C(=O)c2c(CCCCN)c(-c3ccncc3)c([C@H](C)CCC)c(CCc3ccccc3)c2C1=O.c1cc[nH]c1.c1cc[nH]c1.c1cc[nH]c1.c1cc[nH]c1.c1cc[nH]c1.c1cc[nH]c1.c1cc[nH]c1

Structure (ORCA input):
```
! wB97M-V def2-TZVPD RIJCOSX def2/J DEFGRID3
* xyz 0 1
C 4.8857 -0.8169 1.3469
C 3.9878 -0.3342 0.4558
N 2.8218 0.4658 0.8766
C 2.3638 1.3840 -0.1533
O 3.1270 2.1782 -0.6314
C 0.8768 1.0544 -0.4418
C -0.0791 1.6807 -1.3423
C 0.4224 2.8968 -2.1805
C -0.5583 4.1256 -2.2373
C -1.0206 4.6800 -0.8312
C 0.0298 4.4915 0.3332
N -0.3756 5.3349 1.5049
C -1.4173 1.0814 -1.4017
C -2.4866 1.6630 -2.3706
C -3.5248 2.6221 -1.9281
C -4.4512 3.1107 -2.9362
N -4.4960 2.7703 -4.2517
C -3.5230 1.8999 -4.6363
C -2.5030 1.2881 -3.8004
C -1.7795 -0.0908 -0.5501
C -3.1992 -0.7333 -0.5597
C -3.7011 -1.1928 -1.9917
C -4.1981 0.3556 0.0891
C -4.8444 -0.1909 1.4419
C -5.0359 0.9442 2.5218
C -0.7543 -0.6441 0.3723
C -1.0396 -1.8537 1.3554
C -0.6297 -3.2028 0.6323
C -1.6383 -3.7214 -0.4339
C -1.3031 -3.6332 -1.8512
C -2.2157 -4.1461 -2.8804
C -3.5159 -4.7275 -2.5300
C -3.8571 -4.7805 -1.1014
C -2.9365 -4.3100 -0.0816
C 0.6035 -0.0952 0.4351
C 1.8173 -0.4982 1.3081
O 1.9591 -1.3513 2.1359
H 5.6711 -1.5350 1.0211
H 4.8243 -0.5536 2.4283
H 4.1876 -0.5605 -0.6251
H 1.3563 3.2650 -1.6676
H 0.7671 2.5918 -3.2103
H -1.4556 3.9657 -2.8939
H 0.0174 4.9635 -2.7328
H -1.1489 5.7951 -0.9631
H -2.0516 4.3092 -0.5718
H -0.0737 3.4307 0.7027
H 1.0835 4.7255 0.0209
H 0.2764 5.2228 2.2781
H -0.4976 6.3093 1.2310
H -3.5228 2.8969 -0.8552
H -5.2265 3.8407 -2.5841
H -3.5064 1.6189 -5.7232
H -1.7454 0.5769 -4.1926
H -3.2890 -1.6267 0.1100
H -4.3108 -2.1261 -1.8305
H -4.4357 -0.4230 -2.3649
H -2.8883 -1.3642 -2.7341
H -3.5843 1.2600 0.3517
H -5.0407 0.6064 -0.6115
H -5.8757 -0.6050 1.2451
H -4.2397 -1.0252 1.8951
H -5.7516 1.7219 2.1333
H -5.5318 0.5040 3.4350
H -4.0808 1.4096 2.8695
H -0.3621 -1.6898 2.2379
H -2.0901 -1.8286 1.7364
H -0.4618 -3.9645 1.4441
H 0.3727 -3.0541 0.1401
H -0.3460 -3.1758 -2.1876
H -1.9657 -4.1002 -3.9619
H -4.2293 -5.1144 -3.2890
H -4.8411 -5.2003 -0.7975
H -3.2397 -4.4066 0.9887
N 0.3229 2.9998 -6.5105
C 0.4817 2.0285 -7.4625
C 1.7568 2.1248 -7.9567
C 2.3954 3.1914 -7.2736
C 1.4881 3.7097 -6.3865
H -0.5178 3.1656 -5.9838
H -0.3252 1.3559 -7.7059
H 2.1845 1.4980 -8.7232
H 3.4065 3.5391 -7.4162
H 1.5686 4.5207 -5.6803
N -3.0986 -4.2185 4.0921
C -3.8481 -5.3642 4.0389
C -4.8896 -5.2292 4.9195
C -4.7689 -3.9513 5.5241
C -3.6574 -3.3506 4.9922
H -2.2681 -4.0417 3.5538
H -3.5741 -6.1740 3.3814
H -5.6546 -5.9658 5.1083
H -5.4238 -3.5209 6.2652
H -3.2157 -2.3842 5.1762
N -3.2581 7.1588 1.0030
C -3.1555 7.7084 -0.2420
C -4.3009 8.4205 -0.4901
C -5.1254 8.3011 0.6588
C -4.4527 7.5188 1.5642
H -2.5594 6.5791 1.4395
H -2.2763 7.5437 -0.8424
H -4.5214 8.9672 -1.3934
H -6.1003 8.7389 0.8053
H -4.7212 7.1871 2.5543
N 3.3297 -3.7728 3.6305
C 4.4959 -3.4914 4.2867
C 5.0998 -4.6811 4.6069
C 4.2677 -5.7207 4.1199
C 3.1850 -5.1284 3.5201
H 2.6784 -3.0873 3.2815
H 4.7943 -2.4716 4.4701
H 6.0359 -4.7919 5.1316
H 4.4424 -6.7826 4.1990
H 2.3259 -5.5541 3.0266
N 9.6807 -6.6831 4.2869
C 8.4320 -6.1655 4.0669
C 8.5767 -4.8508 3.7069
C 9.9669 -4.5651 3.7037
C 10.6221 -5.7162 4.0633
H 9.8756 -7.6281 4.5685
H 7.5515 -6.7762 4.1869
H 7.7742 -4.1698 3.4706
H 10.4342 -3.6219 3.4640
H 11.6727 -5.9290 4.1798
N 10.3061 -2.2931 6.1752
C 9.2365 -1.5120 6.5161
C 9.7010 -0.4607 7.2652
C 11.1068 -0.6107 7.3757
C 11.4504 -1.7486 6.6908
H 10.2585 -3.1388 5.6281
H 8.2394 -1.7718 6.1982
H 9.0982 0.3289 7.6858
H 11.7894 0.0416 7.8975
H 12.4077 -2.2170 6.5272
N -5.8457 2.8853 -7.4567
C -5.3601 2.0488 -8.4248
C -6.0058 2.3399 -9.5994
C -6.9121 3.3967 -9.3309
C -6.7881 3.7129 -8.0017
H -5.5538 2.8914 -6.4911
H -4.5999 1.3192 -8.1948
H -5.8443 1.8491 -10.5464
H -7.5794 3.8722 -10.0325
H -7.2888 4.4528 -7.3983
*
```

***

A molecular structure, C60H79BrI2N5O9P4RbSSi2 in a non-equilibrium geometry, computed with ωB97M-V/def2-TZVPD.

Frontier orbital gap (eV): 4.4
LUMO (eV): 3.04
HOMO level (eV): -1.35
Energy (a.u.): -8821.1008
Relative energy (zero: lowest compared OMol25 entry of this formula, charge and spin) (kJ/mol): 41.0

Structure (ORCA input):
```
! wB97M-V def2-TZVPD RIJCOSX def2/J DEFGRID3
* xyz -2 1
Rb -0.1173 -0.5311 -0.3626
C -2.7738 -5.1460 2.3222
Si -1.0600 -4.2681 2.3784
C -0.2896 -4.7149 4.0944
C 0.0268 -5.1926 1.0988
N -0.9872 -2.6303 1.9435
P -1.5995 -1.3287 2.6429
C -0.6055 -0.0104 2.2519
P -1.1541 1.5697 2.5339
N -0.7170 2.5502 1.3362
Si -0.5846 4.2379 1.3876
C -0.5391 4.8396 -0.4332
C -1.9374 5.3073 2.2568
C 1.0370 4.9359 2.1690
C -0.3367 2.2359 4.0487
C -0.8399 3.0903 5.0228
C -0.0438 3.4773 6.0871
C 1.2670 3.0458 6.1820
C 1.7931 2.2349 5.1861
C 0.9934 1.8375 4.1346
C -2.8992 1.8803 2.9645
C -3.7436 2.3229 1.9533
C -5.0645 2.6190 2.2254
C -5.5538 2.4699 3.5140
C -4.7340 1.9616 4.5103
C -3.4198 1.6424 4.2321
C -1.7712 -1.7001 4.4447
C -0.7890 -1.1867 5.2807
C -0.8200 -1.4202 6.6425
C -1.8433 -2.1787 7.1872
C -2.7966 -2.7422 6.3545
C -2.7541 -2.5179 4.9917
C -3.3655 -1.1448 2.1599
C -3.5333 -1.1461 0.7779
C -4.7660 -0.9232 0.2035
C -5.8720 -0.6927 1.0093
C -5.7176 -0.6787 2.3851
C -4.4765 -0.8924 2.9609
H -2.8833 -5.9247 3.0739
H -2.9209 -5.5966 1.3464
H -3.5717 -4.4244 2.4640
H 0.2396 -5.6647 4.0715
H -1.0355 -4.7671 4.8818
H 0.4201 -3.9478 4.3886
H -0.3300 -6.2059 0.9437
H 1.0608 -5.2593 1.4219
H 0.0089 -4.6832 0.1415
H -1.5159 4.7517 -0.8964
H 0.1623 4.2374 -0.9993
H -0.2249 5.8768 -0.5018
H -2.9194 4.8604 2.1427
H -1.9870 6.3230 1.8713
H -1.7268 5.3659 3.3208
H 1.8840 4.7682 1.5116
H 1.2413 4.4451 3.1154
H 0.9700 6.0054 2.3563
H -1.8559 3.4555 4.9553
H -0.4534 4.1236 6.8533
H 1.8761 3.3415 7.0268
H 2.8228 1.9083 5.2423
H 1.3643 1.1852 3.3493
H -3.3227 2.4407 0.9622
H -5.7142 2.9863 1.4396
H -6.5807 2.7282 3.7389
H -5.1220 1.8165 5.5112
H -2.7839 1.2048 4.9915
H -0.0066 -0.5843 4.8338
H -0.0566 -1.0022 7.2857
H -1.8998 -2.3349 8.2573
H -3.5810 -3.3609 6.7743
H -3.4807 -2.9852 4.3436
H -2.6611 -1.3355 0.1608
H -4.8561 -0.9306 -0.8738
H -6.8487 -0.5268 0.5700
H -6.5755 -0.4938 3.0217
H -4.3766 -0.8505 4.0368
C 4.3081 3.0663 -3.9507
C 2.8834 3.5952 -3.8005
C 2.9250 5.0406 -3.3030
O 2.1600 2.8600 -2.8257
P 1.2422 1.5533 -2.9556
O 0.5072 1.4200 -1.7158
C 2.3260 0.1711 -3.4264
P 3.1113 -0.2975 -1.8487
O 2.2730 -0.6735 -0.7265
O 4.0335 0.9915 -1.5795
C 4.2338 1.3974 -0.2098
C 3.1471 2.3625 0.2292
C 5.6183 2.0363 -0.1432
O 4.1077 -1.5270 -2.0786
C 5.0391 -1.9045 -3.0787
C 4.3549 -2.3584 -4.3650
C 6.0597 -0.8033 -3.3450
O 0.3916 1.7630 -4.3169
C -0.7842 2.5758 -4.5277
C -2.3059 2.3504 -2.6403
C -0.5154 4.0311 -4.1648
H 4.9377 3.8043 -4.4441
H 4.3383 2.1531 -4.5366
H 4.6987 2.8537 -2.9606
H 2.3537 3.5479 -4.7633
H 3.4635 5.0785 -2.3599
H 1.9204 5.4109 -3.1261
H 3.4213 5.6833 -4.0282
H 3.0364 0.4507 -4.1963
H 1.7423 -0.6801 -3.7608
H 4.2042 0.5037 0.4245
H 3.0944 3.2023 -0.4583
H 3.3604 2.7254 1.2311
H 2.1776 1.8727 0.2363
H 5.6252 2.9686 -0.7067
H 6.3676 1.3678 -0.5645
H 5.8695 2.2513 0.8919
H 5.5447 -2.7654 -2.6179
H 4.2058 -1.5254 -5.0479
H 3.3804 -2.7956 -4.1502
H 4.9656 -3.1022 -4.8711
H 5.5666 0.0596 -3.7868
H 6.8275 -1.1655 -4.0260
H 6.5283 -0.4926 -2.4149
H -0.9242 2.4771 -5.6193
H -2.7162 3.3609 -2.5660
H -1.4882 2.2362 -1.9343
H -3.0784 1.6215 -2.4035
H -0.2313 4.1093 -3.1172
H -1.4208 4.6101 -4.3312
H 0.2757 4.4261 -4.7986
I -6.1905 -4.7823 -3.3782
C -4.3821 -4.2603 -2.4682
C -3.2270 -3.8607 -3.1030
N -2.3475 -3.6201 -2.1211
N -2.8634 -3.8221 -0.9207
C -4.1043 -4.2150 -1.0979
H -2.9885 -3.7546 -4.1426
H -1.4393 -3.1744 -2.2232
H -4.7484 -4.4424 -0.2713
Br 4.3556 -4.3546 4.1471
C 4.0993 -4.4435 2.2702
C 4.7165 -5.4744 1.5825
C 4.5503 -5.5818 0.2152
C 3.7462 -4.6663 -0.4531
C 3.1357 -3.6391 0.2400
C 3.3180 -3.4978 1.6083
I 2.4435 -1.8689 2.6066
H 5.3261 -6.1815 2.1258
H 5.0383 -6.3839 -0.3165
H 3.5901 -4.7472 -1.5166
H 2.5155 -2.9308 -0.2831
O 1.2797 -2.9148 -4.5563
C 0.3122 -2.1581 -4.3833
N -0.1947 -1.8056 -3.2064
S -1.2466 -0.5314 -3.2674
O -2.4859 -0.9160 -2.5815
O -1.9351 2.0537 -3.9912
C -1.4873 -0.7493 -5.0692
C -2.3524 -0.1325 -5.9471
C -2.1415 -0.3068 -7.3088
C -1.0465 -1.0311 -7.7679
C -0.1759 -1.6404 -6.8815
C -0.4263 -1.5216 -5.5227
H -3.1679 0.4686 -5.5731
H -2.8244 0.1343 -8.0231
H -0.8811 -1.1200 -8.8334
H 0.6947 -2.1849 -7.2207
*
```

***

15 unconnected molecules or ions with the total composition C60H85N15 in a non-equilibrium geometry, computed with ωB97M-V/def2-TZVPD.

Frontier orbital gap (alpha / beta) (eV): 6.5 / 2.6
LUMO (alpha / beta) (eV): -3.03 / -6.90
HOMO level (alpha / beta) (eV): -9.50 / -9.50
Energy (a.u.): -3158.1694

Structure (ORCA input):
```
! wB97M-V def2-TZVPD RIJCOSX def2/J DEFGRID3
* xyz 1 2
C 3.0562 -5.5032 -1.8993
C 1.9516 -6.0215 -0.9429
C 0.8240 -5.0189 -0.6176
C 0.1977 -4.6636 -1.8673
N -0.3508 -4.4027 -2.8713
H 3.8329 -6.2178 -2.1719
H 3.5225 -4.6750 -1.3657
H 2.6372 -5.1680 -2.8481
H 2.3586 -6.4492 -0.0267
H 1.4844 -6.9127 -1.3621
H 1.1708 -4.0449 -0.2724
H -0.0804 -5.3283 -0.0938
C 3.3075 -2.7966 3.8181
C 2.8901 -2.2772 2.3948
C 3.9389 -1.3513 1.7232
C 4.6463 -0.4541 2.5942
N 5.2058 0.2235 3.3500
H 2.5355 -3.4437 4.2345
H 3.5265 -1.9864 4.5136
H 4.1924 -3.4246 3.7149
H 1.9489 -1.7648 2.5937
H 2.5174 -2.9996 1.6686
H 3.5703 -0.7507 0.8916
H 4.6163 -1.9901 1.1566
C 0.1515 0.5857 1.3381
C -0.7209 -0.3984 0.5656
C -0.2136 -0.5513 -0.8809
C 1.0273 -1.3312 -0.9369
N 2.0467 -1.9495 -0.9509
H -0.2588 0.7624 2.3323
H 0.1532 1.5065 0.7549
H 1.2102 0.3599 1.4650
H -1.7553 -0.0553 0.5859
H -0.6093 -1.3962 0.9900
H 0.0309 0.4177 -1.3159
H -0.9841 -0.9108 -1.5630
C 1.3253 2.2669 4.9297
C 2.2265 1.0897 5.3461
C 2.3378 0.7557 6.8519
C 3.1472 1.7185 7.6426
N 3.7759 2.4078 8.2705
H 1.9355 3.1687 4.8795
H 0.5145 2.4463 5.6359
H 1.0069 2.0929 3.9019
H 3.1976 1.2378 4.8738
H 1.7264 0.2599 4.8467
H 2.7413 -0.2547 6.9174
H 1.3371 0.6471 7.2702
C 3.6860 2.8394 -5.6918
C 2.9365 1.6797 -6.4227
C 1.4413 1.6232 -6.0439
C 1.1050 1.3500 -4.5719
N 0.9013 1.0984 -3.4908
H 3.2650 3.8178 -5.9233
H 4.7348 2.9586 -5.9637
H 3.6185 2.8029 -4.6045
H 3.4426 0.7183 -6.3358
H 2.8873 1.8791 -7.4932
H 0.9904 0.7743 -6.5578
H 0.9007 2.4999 -6.4007
N 3.2586 2.6138 -0.3671
C 3.2968 2.5684 1.0038
C 2.1868 3.3460 1.5091
C 1.4511 3.6883 0.3652
C 2.0333 3.1702 -0.7695
H 3.9746 2.3429 -1.0261
H 4.1337 2.1203 1.5187
H 1.9539 3.5120 2.5506
H 0.5055 4.2098 0.3826
H 1.7264 3.1280 -1.8041
N -2.9784 3.4101 1.7838
C -2.3823 2.9652 2.9386
C -1.5712 3.9720 3.3781
C -1.5922 5.0546 2.5099
C -2.4847 4.6797 1.5278
H -3.7075 2.9483 1.2590
H -2.6627 2.0001 3.3341
H -1.0136 3.9029 4.3005
H -1.1197 6.0036 2.7163
H -2.9427 5.1696 0.6813
N -0.9542 3.3925 -2.7783
C -1.7715 3.3956 -1.6611
C -2.9906 3.9601 -2.0129
C -2.9129 4.3267 -3.3251
C -1.6474 3.9865 -3.7598
H -0.0048 3.0490 -2.8050
H -1.4038 3.0974 -0.6905
H -3.9314 4.0302 -1.4871
H -3.7094 4.7008 -3.9513
H -1.2108 4.0964 -4.7415
N -3.9359 1.2395 -3.6347
C -5.1872 1.1431 -4.1276
C -5.2667 0.1277 -5.0383
C -4.0325 -0.5510 -4.9852
C -3.2226 0.1476 -4.1153
H -3.5890 2.0143 -3.0875
H -5.9345 1.8716 -3.8500
H -6.1164 -0.1529 -5.6432
H -3.8865 -1.3792 -5.6628
H -2.1971 0.0434 -3.7930
N -4.6844 -1.7443 -2.3655
C -3.6263 -2.3588 -1.8100
C -4.0136 -3.1452 -0.7524
C -5.3561 -2.8677 -0.5200
C -5.7671 -2.0302 -1.5576
H -4.6970 -1.1514 -3.1831
H -2.6852 -2.3187 -2.3384
H -3.4335 -3.8339 -0.1562
H -5.9825 -3.2597 0.2677
H -6.6542 -1.4277 -1.6857
N -4.4387 -1.1471 4.1311
C -5.2613 -2.2014 3.8082
C -4.7618 -2.8697 2.6850
C -3.6327 -2.1716 2.3082
C -3.4528 -1.1032 3.1823
H -4.5179 -0.5242 4.9222
H -6.1287 -2.4772 4.3896
H -5.1252 -3.7783 2.2279
H -2.9621 -2.4426 1.5061
H -2.7179 -0.3234 3.3173
N 5.0931 0.1266 -3.3465
C 6.2979 0.7995 -3.2728
C 6.5502 0.9425 -1.9267
C 5.5176 0.4285 -1.1728
C 4.6062 -0.0838 -2.0837
H 4.6656 -0.1707 -4.2119
H 6.8175 1.0470 -4.1866
H 7.4871 1.2807 -1.5095
H 5.4847 0.4629 -0.0938
H 3.6527 -0.5619 -1.9145
N -0.0576 -2.0677 7.1557
C 0.0167 -2.1720 5.7972
C -0.6137 -1.0923 5.1719
C -1.1279 -0.3426 6.2426
C -0.7880 -0.9919 7.4143
H 0.4194 -2.6229 7.8516
H 0.6453 -2.9323 5.3576
H -0.6859 -0.9109 4.1097
H -1.7070 0.5684 6.2745
H -1.1296 -0.7252 8.4035
N -5.3650 0.3899 1.6020
C -6.0057 1.2279 2.4594
C -6.1902 2.4303 1.7739
C -5.6128 2.3266 0.5260
C -5.1205 1.0075 0.4331
H -5.1049 -0.5560 1.8423
H -6.2709 0.8733 3.4445
H -6.7604 3.2235 2.2344
H -5.5236 3.1074 -0.2149
H -4.5208 0.5664 -0.3494
N 3.4941 -2.7860 -3.8506
C 4.6280 -3.3207 -4.3359
C 4.6677 -3.1409 -5.6877
C 3.5427 -2.2961 -6.0391
C 2.7921 -2.1634 -4.8625
H 3.2516 -2.7714 -2.8703
H 5.2850 -3.8757 -3.6826
H 5.4525 -3.3881 -6.3873
H 3.3439 -1.8373 -6.9964
H 1.8517 -1.6637 -4.6828
*
```